1.
DFT (the ωB97M-V functional and the def2-TZVPD basis) results for a single C3H5NO molecule at a distorted geometry.

Geometry (Å):
O  -0.822  -0.759  0.489
C  -1.992  -0.345  0.095
C  0.017  -0.008  -0.487
C  0.983  0.840  0.191
N  1.358  -0.439  -0.447
H  -2.780  -0.969  0.524
H  -0.422  0.226  -1.466
H  1.393  1.722  -0.287
H  0.862  0.883  1.268
H  1.415  -1.193  0.228

The value obtained for the HOMO energy is -8.57 eV. The value obtained for the LUMO energy is 0.59 eV. As for the energy above the lowest of the compared OMol25 structures with the same formula, charge and spin: 114.2 kcal per mole. The frontier orbital gap is 0.337 Eh.


2.
DFT (the ωB97M-V functional and the def2-TZVPD basis) results for a molecular structure, C3H5NO at a distorted geometry.

Geometry (Å):
C  0.045  -0.824  -0.466
C  -0.829  -0.700  1.287
C  0.816  0.359  -0.955
N  -0.644  -1.657  0.220
O  0.437  1.679  -0.567
H  -0.240  -0.613  2.127
H  -1.718  -0.184  1.289
H  0.714  0.108  -2.063
H  1.839  -0.018  -0.563
H  -0.420  1.850  -0.308

The value obtained for the HOMO energy (spin up / spin down) is -7.72 / -7.51 eV. The value obtained for the LUMO energy (spin up / spin down) is 0.44 / 0.44 eV. As for the energy above the lowest of the compared OMol25 structures with the same formula, charge and spin: 132.9 kcal per mole. The frontier orbital gap (spin up / spin down) is 0.300 / 0.292 Eh.


3.
DFT (the ωB97M-V functional and the def2-TZVPD basis) results for a molecular structure, C3H5NO.

Geometry (Å):
O  0.892  -0.395  1.015
C  1.781  -0.581  0.116
C  0.144  0.260  -0.489
C  -1.256  -0.135  -0.269
N  -0.756  1.207  0.076
H  2.673  -1.142  0.527
H  0.538  0.495  -1.467
H  -1.941  -0.157  -1.113
H  -1.464  -0.842  0.528
H  -0.612  1.291  1.076

The value obtained for the HOMO energy is -7.77 eV. The value obtained for the LUMO energy is 0.80 eV. As for the energy above the lowest of the compared OMol25 structures with the same formula, charge and spin: 159.6 kcal per mole. The frontier orbital gap is 0.315 Eh.


4.
DFT (the ωB97M-V functional and the def2-TZVPD basis) results for a single C3H5NO molecule.

Geometry (Å):
C  1.161  -0.063  -0.040
C  0.010  0.996  -0.030
C  -0.946  -0.230  0.004
H  0.031  1.583  0.876
H  -0.053  1.635  -0.906
H  -1.626  -0.362  -0.856
H  -1.545  -0.331  0.935
H  0.349  -2.089  0.082
N  0.250  -1.084  -0.066
O  2.369  -0.057  0.000

The structure (SMILES) is O=C1CCN1. The value obtained for the HOMO energy is -9.82 eV. The value obtained for the LUMO energy is 0.99 eV. As for the energy above the lowest of the compared OMol25 structures with the same formula, charge and spin: 7.9 kcal per mole. The frontier orbital gap is 0.397 Eh.


5.
DFT (the ωB97M-V functional and the def2-TZVPD basis) results for a single C3H5NO molecule at a distorted geometry.

Geometry (Å):
C  -1.283  -0.356  0.293
C  1.108  -0.221  0.080
C  0.387  0.577  -0.825
H  -1.197  0.292  1.224
H  0.923  0.174  1.078
H  1.979  -0.972  0.234
H  -0.132  1.320  -0.169
H  0.806  0.892  -1.636
N  -0.200  -0.747  -0.630
O  -2.391  -0.960  0.352

The structure (SMILES) is O=CN1CC1. The value obtained for the HOMO energy is -10.24 eV. The value obtained for the LUMO energy is 0.88 eV. As for the energy above the lowest of the compared OMol25 structures with the same formula, charge and spin: 83.2 kcal per mole. The frontier orbital gap is 0.409 Eh.


6.
DFT (the ωB97M-V functional and the def2-TZVPD basis) results for 2 unconnected molecules or ions with the total composition C3H5NO at a distorted geometry.

Geometry (Å):
C  -2.013  0.881  0.038
C  1.066  -1.128  0.118
C  0.515  -0.214  -0.913
N  1.557  0.272  -0.399
O  2.488  0.972  -0.110
H  -1.082  1.381  -0.270
H  -1.729  0.034  0.664
H  1.705  -1.972  0.010
H  0.540  -1.202  1.061
H  -3.048  0.975  -0.200

The value obtained for the HOMO energy (spin up / spin down) is -9.46 / -8.76 eV. The value obtained for the LUMO energy (spin up / spin down) is 0.07 / -1.98 eV. As for the energy above the lowest of the compared OMol25 structures with the same formula, charge and spin: 204.6 kcal per mole. The frontier orbital gap (spin up / spin down) is 0.350 / 0.249 Eh.


7.
DFT (the ωB97M-V functional and the def2-TZVPD basis) results for a single C3H5NO molecule at a distorted geometry.

Geometry (Å):
C  0.239  0.506  1.793
C  -0.336  -0.603  1.051
C  -0.192  -0.611  -0.512
N  0.828  -0.574  1.926
O  -0.463  0.629  -1.099
H  0.191  1.564  1.902
H  -1.136  -1.229  1.409
H  -1.079  -1.105  -0.735
H  0.740  -0.995  -0.845
H  0.360  0.968  -1.363

The structure (SMILES) is OC[C@@H]1C=N1. The value obtained for the HOMO energy is -9.78 eV. The value obtained for the LUMO energy is 0.92 eV. As for the energy above the lowest of the compared OMol25 structures with the same formula, charge and spin: 70.6 kcal per mole. The frontier orbital gap is 0.393 Eh.


8.
DFT (the ωB97M-V functional and the def2-TZVPD basis) results for 3 unconnected molecules or ions with the total composition C3H5NO at a distorted geometry.

Geometry (Å):
C  0.930  -0.063  -1.412
C  0.709  0.099  0.066
C  -1.221  -0.029  1.436
N  -1.417  0.251  0.306
O  1.553  0.190  0.898
H  -2.799  0.142  1.702
H  -0.673  -0.311  2.324
H  0.269  -0.841  -1.792
H  1.972  -0.317  -1.626
H  0.677  0.878  -1.901

The value obtained for the HOMO energy (spin up / spin down) is -7.59 / -7.85 eV. The value obtained for the LUMO energy (spin up / spin down) is 0.32 / 0.42 eV. As for the energy above the lowest of the compared OMol25 structures with the same formula, charge and spin: 128.2 kcal per mole. The frontier orbital gap (spin up / spin down) is 0.291 / 0.304 Eh.